*A*
Entry from the OMol25 dataset: a cluster of 2 separate species, C3H10N3 in total (wB97M-V/def2-TZVPD).

Net charge: +1
⟨S²⟩: 2.040
Multiplicity: 3

Cartesian coordinates (Å):
C  -0.8263  -1.2833  -0.6407
C  1.1236  -0.5533  1.6100
C  0.3404  0.4906  -1.2099
N  -0.8256  0.0278  -0.7764
N  -1.8271  0.9152  -0.4054
N  1.4067  0.4700  0.7682
H  -0.0242  -1.8611  -0.9885
H  -1.6759  -1.9144  -0.2648
H  0.6354  -0.4861  2.5555
H  1.2933  -1.6013  1.4787
H  1.0155  -0.0474  -1.7629
H  0.2518  1.5287  -1.3879
H  -2.4440  0.5713  0.2660
H  -1.7752  1.9297  -0.4363
H  1.2358  1.4172  1.1245
H  2.0958  0.3965  0.0700

*B*
Entry from the OMol25 dataset: the ion C3H10N3 with charge +1 (wB97M-V/def2-TZVPD).

Net charge: +1
⟨S²⟩: 2.006
Multiplicity: 3

Cartesian coordinates (Å):
C  -0.8694  0.0088  -0.0061
C  1.2602  -1.1827  0.0545
C  1.1597  1.2003  -0.1365
N  -1.5179  1.1278  0.0118
N  -1.6393  -1.1077  -0.1275
N  0.4618  0.0010  -0.0894
H  1.2563  -1.6036  -0.9231
H  0.9230  -1.9456  0.7754
H  2.2610  -0.9878  0.5269
H  1.1236  1.9505  0.7511
H  0.8205  1.7110  -0.9714
H  2.3009  1.1013  -0.1787
H  -2.5113  1.1190  0.0041
H  -1.1135  1.9283  0.4739
H  -2.5356  -1.3120  0.3337
H  -1.3798  -2.0084  -0.4984

What is the least stable structure shown above? It is *A*.